Entry from OMol25: a molecular structure, C4H12N2O in a non-equilibrium geometry (wB97M-V/def2-TZVPD).

Properties
**Highest occupied orbital energy (alpha / beta)**: -7.835 / -7.523 eV
**LUMO energy (alpha / beta)**: 0.79 / 0.79 eV
**Energy above the lowest of the compared OMol25 structures with the same formula, charge and spin**: 7.239 eV
**Maximum force**: 0.118 hartree/bohr

The geometry in ORCA input format:
```
! RIJCOSX wB97M-V def2-TZVPD def2/J DEFGRID3
* xyz 0 1
C -0.3488 0.1822 -0.7025
C 0.3116 -0.8582 -2.3242
C 0.0807 0.5296 2.5680
C -1.4754 -0.6969 -0.2459
N 0.8720 -0.0299 -0.1663
N -0.0236 1.1020 1.2457
O 1.8212 0.8682 -0.6716
H 2.6626 0.4579 -0.4362
H 0.5971 1.9043 1.1556
H -0.5808 1.1488 -1.1433
H -0.5310 -0.6102 -2.9629
H 1.2429 -0.4610 -2.7068
H 0.3601 -1.9035 -2.0430
H -0.6220 -0.3028 2.6613
H -0.1870 1.2688 3.3367
H 1.0822 0.1497 2.8233
H -1.0904 -1.5992 0.2260
H -2.0801 -0.1597 0.4813
H -2.0915 -0.9900 -1.0952
*
```

Results of the Mulliken charge analysis, in e, for atoms 1 through 4: 0.542, -1.046, -0.786, -1.449